Molecular formula: C4H9NO3S
Method: DFT, the ωB97M-V functional and the def2-TZVPD basis

Calculated values
net charge: 0
energy relative to the best compared isomer or geometry (same formula, charge and spin): 499.3 kJ/mol

XYZ file:
```
18
Properties=species:S:1:pos:R:3:lowdin_charge:R:1
N 1.768 1.018 0.553 0.173
H -0.460 -0.582 -1.285 0.130
S -0.808 -1.514 1.673 0.802
C -0.315 0.410 -0.835 -0.123
H -1.232 0.760 -0.396 0.130
H -2.671 -0.320 2.571 0.052
H -1.147 -0.464 3.648 0.024
H -0.297 -2.610 2.196 0.078
H 2.105 1.828 0.007 0.083
O 0.660 -0.666 1.191 -0.213
H 0.638 0.263 -3.525 0.132
H 1.782 0.435 -2.027 0.090
C 0.741 0.334 0.271 -0.452
O -1.611 -1.915 0.581 -0.365
O 0.003 1.385 -1.839 -0.138
H 1.609 1.626 -2.996 0.061
C -1.739 -0.889 2.825 -0.266
C 0.974 0.902 -2.613 -0.200
```